Entry w
Density functional theory data (ωB97M-V/def2-TZVPD) for the molecule C3H5N3.

XYZ file:
```
11
C3H5N3 | OMol25 | ωB97M-V/def2-TZVPD
C 2.03519 -0.24271 0.13690
N -0.21740 0.69301 -0.17816
C -2.52558 -0.04587 -0.09868
H -0.00073 -1.28189 -0.27033
N 0.45360 -0.41474 -0.21246
H 2.38385 -1.27134 -0.00045
H -2.05138 1.78201 0.19801
H 2.64624 0.23363 -0.75342
C -1.43444 0.89392 -0.02833
N -3.48342 -0.71005 0.07683
H 2.19408 0.36403 1.13011
```

Output
2S+1 = 1
HOMO = -0.3361 Ha
gap between HOMO and LUMO = 9.88 eV

***

Entry x
Density functional theory data (ωB97M-V/def2-TZVPD) for the molecule C3H5N3.

XYZ file:
```
11
C3H5N3 | OMol25 | ωB97M-V/def2-TZVPD
C 0.87123 -0.61443 -0.09929
H -1.91632 0.88500 0.16138
N -0.12866 1.67200 0.07430
H 0.41459 1.30457 0.92085
N -1.15693 -1.75114 0.07444
H -2.18256 -1.84000 -0.04014
C 2.07028 -0.65216 -0.07406
H 0.56309 1.56392 -0.56419
C -0.60228 -0.62056 -0.12331
H 3.13366 -0.62594 -0.04878
N -1.06609 0.67874 -0.28120
```

Output
2S+1 = 1
HOMO = -0.3487 Ha
gap between HOMO and LUMO = 10.41 eV

***

Entry y
Density functional theory data (ωB97M-V/def2-TZVPD) for the molecule C3H5N3.

XYZ file:
```
11
C3H5N3 | OMol25 | ωB97M-V/def2-TZVPD
H 1.76716 -0.07190 1.20545
C 1.67073 -0.41508 0.16502
H 2.36616 -1.24778 0.03019
N -0.80581 1.21642 0.05200
C -1.92234 -0.79197 -0.54532
C -0.66875 -0.13959 -0.16483
N 0.34498 -0.90227 -0.14315
H 1.98862 0.39954 -0.50109
N -2.90378 -1.32221 -0.84933
H -0.09273 1.70797 0.56876
H -1.74424 1.56686 0.18230
```

Output
2S+1 = 1
HOMO = -0.3655 Ha
gap between HOMO and LUMO = 10.58 eV

***

Entry z
Density functional theory data (ωB97M-V/def2-TZVPD) for the molecule C3H5N3.

XYZ file:
```
11
C3H5N3 | OMol25 | ωB97M-V/def2-TZVPD
H 0.66518 -1.94334 0.65018
C 0.92574 -0.92759 0.38191
C -1.42518 -0.16900 -0.14058
N 2.13092 -0.42779 0.34995
C 0.74656 1.12576 -0.20638
H -1.95153 0.76420 0.07185
H -1.77813 -0.93619 0.55088
N -0.00045 0.01327 0.04213
H -1.64787 -0.47661 -1.16583
H 0.32225 2.07488 -0.50453
N 2.01640 0.88603 -0.02596
```

Output
2S+1 = 1
HOMO = -0.3624 Ha
gap between HOMO and LUMO = 10.53 eV

***

Which structure is most stable? entry z, by 0.0052 hartree over the runner-up.

***

Entry w
Density functional theory data (ωB97M-V/def2-TZVPD) for a structure of composition C3H5N3.

XYZ file:
```
11
C3H5N3 | OMol25 | ωB97M-V/def2-TZVPD
N -0.30012 -1.40901 -1.69083
N -0.81193 0.62049 -1.25671
C 0.29974 -1.17515 -0.48282
H 0.42149 1.60387 1.34956
H 1.34244 0.30240 2.02235
H -1.30538 1.43812 -1.63678
C 0.25827 -0.01004 0.11590
H -0.38179 0.29461 2.16966
C 0.42491 0.54103 1.48402
N -0.90031 -0.34663 -2.10945
H 0.95269 -1.85969 0.03511
```

Output
2S+1 = 1
HOMO = -0.3423 Ha
gap between HOMO and LUMO = 10.06 eV

***

Entry x
Density functional theory data (ωB97M-V/def2-TZVPD) for a cluster of 2 separate species, C3H5N3 in total.

XYZ file:
```
11
C3H5N3 | OMol25 | ωB97M-V/def2-TZVPD
N 1.02136 0.05300 0.57955
C -1.00881 -1.19403 0.92665
C 0.92431 1.49480 0.34607
H -1.56062 -1.98128 -1.63156
H 1.48725 1.72061 -0.56240
H -1.53092 -1.52498 1.81275
H 1.38791 2.02102 1.18713
C -0.73753 -1.31659 -1.78134
N 0.14687 -0.60353 -1.99551
N -0.01921 -0.50342 0.89653
H -0.11060 1.83438 0.22214
```

Output
2S+1 = 1
HOMO = -0.3258 Ha
gap between HOMO and LUMO = 9.89 eV

***

Which structure is most stable? entry w, by 0.0248 hartree over the runner-up.

***

Entry w
Density functional theory data (ωB97M-V/def2-TZVPD) for the molecule C3H5N3.

XYZ file:
```
11
C3H5N3 | OMol25 | ωB97M-V/def2-TZVPD
N -0.88562 -0.92201 -1.58165
H 0.84944 -1.79976 -0.78595
H 2.00506 0.14881 1.08018
C 0.13179 -0.99412 -0.73027
N -1.51277 0.16988 -1.19441
C 0.07229 0.09743 0.15517
H 0.97196 1.54583 1.44270
N -0.99300 0.82622 -0.17260
C 0.97826 0.46422 1.28669
H 0.66451 -0.01346 2.22109
H -2.33360 0.50397 -1.67444
```

Output
2S+1 = 1
HOMO = -0.3596 Ha
gap between HOMO and LUMO = 10.95 eV

***

Entry x
Density functional theory data (ωB97M-V/def2-TZVPD) for the molecule C3H5N3.

XYZ file:
```
11
C3H5N3 | OMol25 | ωB97M-V/def2-TZVPD
N -1.52373 -0.20077 1.11712
H 1.94354 -2.88460 0.24299
C 1.32321 -2.01338 0.36722
C -0.53581 -0.02066 0.27164
H -2.30720 0.52221 0.95508
H 1.10830 0.93447 -1.73059
H 1.31366 1.50946 -0.30466
H -1.11948 1.63742 -0.58573
N -0.52195 0.93997 -0.65382
C 0.59527 -1.01213 0.27553
N 0.72643 1.62624 -1.04378
```

Output
2S+1 = 1
HOMO = -0.3450 Ha
gap between HOMO and LUMO = 10.13 eV

***

Which structure is most stable? entry w, by 0.1231 hartree over the runner-up.

***

Entry w
Density functional theory data (ωB97M-V/def2-TZVPD) for a cluster of 2 separate species, C2H4O4 in total.

XYZ file:
```
10
C2H4O4 | OMol25 | ωB97M-V/def2-TZVPD
O -3.46509 2.04155 1.78217
C -2.67113 1.11549 1.63496
H 3.66744 -1.16235 -3.13244
H -1.93429 0.91235 0.83280
O 2.95974 -0.51582 -2.86195
H 1.63099 -0.20428 -1.44193
C 2.51703 -0.85021 -1.60126
O -2.54069 0.11800 2.49725
H -3.22432 0.26762 3.20596
O 3.06034 -1.72233 -0.91559
```

Output
2S+1 = 1
HOMO = -0.4078 Ha
gap between HOMO and LUMO = 11.66 eV

***

Entry x
Density functional theory data (ωB97M-V/def2-TZVPD) for a cluster of 2 separate species, C2H4O4 in total.

XYZ file:
```
10
C2H4O4 | OMol25 | ωB97M-V/def2-TZVPD
O 1.57182 -0.26253 0.94872
C 0.30623 -0.14806 1.07457
O -0.16118 -1.27407 1.61112
C -0.45940 0.21116 -1.01640
H -1.89689 0.99104 -1.98358
O -1.64599 0.17748 -1.45529
H -1.14184 -1.29559 1.93711
O 0.22777 1.35368 -1.23585
H 1.72909 -1.21598 1.23251
H 0.97349 1.30120 -0.55087
```

Output
2S+1 = 1
HOMO = -0.2741 Ha
gap between HOMO and LUMO = 8.07 eV

***

Which structure is most stable? entry w, by 0.1483 hartree over the runner-up.

***

Entry w
Density functional theory data (ωB97M-V/def2-TZVPD) for the molecule C19H24N4O3.

XYZ file:
```
50
C19H24N4O3 | OMol25 | ωB97M-V/def2-TZVPD
C -1.96166 -0.58059 -1.07209
C -2.61897 -2.64582 3.72779
O -1.25912 1.38757 0.02957
C 0.50013 0.90272 2.32241
H -4.70706 -2.93202 3.79228
C -1.44416 0.17115 0.07407
H -2.53570 2.23356 -4.77847
N 1.38802 0.55815 1.36345
H 1.06924 -0.08379 0.65491
C -0.76460 0.04394 2.41993
C 1.95239 2.67912 0.29058
H 1.29194 3.21366 0.97772
H 2.96800 0.29510 -0.75130
N -2.69806 -1.17096 -3.05156
H -1.46561 -1.53351 1.16669
H 2.77660 3.34594 0.03286
H -1.54579 0.71832 2.77614
H -3.33350 0.20327 -6.01400
C 3.47995 0.63755 0.15448
H -2.95139 -3.23998 -2.53519
N -1.15702 -0.57048 1.16804
C -0.50626 -1.04734 3.46762
H 3.76616 -0.25536 0.71924
C 2.49608 1.43744 0.99919
C -3.08616 -1.07354 -4.36961
H 4.46388 2.24115 -0.89324
H 6.63345 1.07561 -1.24794
H -3.77622 -4.05811 4.78256
H 6.05984 -0.30896 -0.31756
C 5.74306 0.51724 -0.95738
C -2.19408 1.18934 -2.97134
H 5.30867 0.08730 -1.86225
N -2.21670 -1.92240 -1.03067
H -0.25819 -0.55383 4.40756
H -3.41691 -1.98698 -4.84089
H 0.37225 2.09404 -0.67505
O 0.68927 1.78519 3.13929
H 5.19244 1.84234 0.65087
C -3.03049 0.12582 -4.98032
C -2.25234 -0.07528 -2.32735
O 1.27816 2.34726 -0.91084
C 4.73351 1.40666 -0.24241
H 0.36745 -1.63218 3.16688
C -1.65764 -1.93387 3.63742
H -3.80496 -4.24295 3.02679
H 2.97383 1.75999 1.92773
C -2.57481 1.28116 -4.26850
C -3.78736 -3.51498 3.83771
C -2.65333 -2.25573 -2.21360
H -1.84626 2.03804 -2.40223
```

Output
2S+1 = 1
HOMO = -0.3058 Ha
gap between HOMO and LUMO = 8.55 eV

***

Entry x
Density functional theory data (ωB97M-V/def2-TZVPD) for the molecule C19H24N4O3.

XYZ file:
```
50
C19H24N4O3 | OMol25 | ωB97M-V/def2-TZVPD
C 3.77873 0.80163 0.14706
H 1.50840 2.88255 -2.16131
H -4.58384 2.18184 -3.74502
H 6.00977 -0.03234 -1.28774
H -0.90361 0.49966 2.55326
H 0.59571 -2.15567 2.81056
C -1.40743 -2.03645 3.44186
H 3.47665 0.30156 -0.77701
H -2.69925 -3.35670 -2.76115
C 5.11140 1.50862 -0.05739
H -3.75580 -3.77829 4.77041
H 5.02671 2.23544 -0.86975
C -0.11260 -1.40692 3.17855
O 1.92324 2.21957 -1.60397
H -5.10200 0.18043 -5.17510
N -1.95180 -2.07642 -1.23022
O -1.66630 1.21029 0.23387
H -3.17058 1.91730 -1.72838
C -3.41446 1.08450 -2.37027
O 1.88194 0.51480 3.01377
H 1.50601 3.43427 0.03501
C 2.64641 1.71941 0.60545
N -3.21859 -1.27416 -2.85131
H 5.36613 2.07481 0.84485
C 6.23260 0.52829 -0.37768
C 1.14571 0.42450 2.04270
H 3.89227 0.02637 0.90997
C -4.00405 -1.13908 -3.97472
C -2.61376 -2.38038 -2.31368
H 0.31522 -1.00812 4.09614
N 1.43271 0.95795 0.84381
N -0.76890 -0.75861 0.92406
C -2.90423 -0.19678 -2.03361
C 2.31890 2.82797 -0.37623
C -3.78267 -3.15099 3.87950
H 6.36319 -0.19234 0.43184
H -4.19035 -2.03757 -4.54416
C -2.11493 -0.73480 -1.03595
C -0.22212 -0.26452 2.16786
H -4.07944 -3.77148 3.03391
H -4.54525 -2.38596 4.02511
C -4.48589 0.07608 -4.29416
C -4.18640 1.21304 -3.47573
H 7.18352 1.04156 -0.52564
H -0.72373 -1.74664 0.72150
C -1.51225 0.00177 0.08798
H 2.93178 2.18437 1.55311
C -2.47822 -2.53846 3.63894
H 3.19246 3.47077 -0.51841
H 0.75902 0.90330 0.09753
```

Output
2S+1 = 1
HOMO = -0.2998 Ha
gap between HOMO and LUMO = 8.53 eV

***

Which structure is most stable? entry w, by 0.0084 hartree over the runner-up.

***

Entry w
Density functional theory data (ωB97M-V/def2-TZVPD) for the ion C8H12N4O2 with charge +2.

XYZ file:
```
26
C8H12N4O2 | OMol25 | ωB97M-V/def2-TZVPD
N -1.31618 0.83682 -0.28161
H -3.31070 1.67241 -1.05451
C 2.61735 0.87849 -1.49377
H 3.69325 1.11548 -1.48719
H 2.00678 2.78024 -2.17338
H -2.32666 2.78223 0.08382
N -1.47719 -2.86478 1.50951
C 2.30025 -0.51310 -0.95813
O -2.94468 0.37657 1.06718
H 2.26429 -1.26879 -1.67430
O 1.07001 -0.48918 1.21980
C 1.70199 1.76985 -1.87888
H -3.32036 -0.14876 1.80149
N 0.32894 1.57704 -1.57281
H -2.18597 -3.44770 1.37989
N -1.68489 0.08747 0.70428
C 0.85212 -0.56456 -0.23186
C -0.68736 -2.10601 1.86033
H 1.10399 -1.44575 3.03773
C -0.02642 0.66706 -0.75101
H -1.67215 2.62027 -1.43307
H 1.21465 -2.50309 1.73218
C -2.20196 1.94930 -0.69785
H 3.09166 -0.66747 -0.20257
H 0.25097 -1.48250 -0.49795
C 0.65827 -1.61154 1.99269
```

Output
2S+1 = 1
HOMO (spin up / spin down) = -0.5959 / -0.5959 Ha
gap between HOMO and LUMO (spin up / spin down) = 7.01 / 7.01 eV
charge = +2

***

Entry x
Density functional theory data (ωB97M-V/def2-TZVPD) for the ion C8H12N4O2 with charge +2.

XYZ file:
```
26
C8H12N4O2 | OMol25 | ωB97M-V/def2-TZVPD
H -0.92485 1.24518 -1.14129
O 2.88207 -1.28621 0.42447
H -0.32646 -2.75260 1.05521
H 0.94021 -3.32243 0.11093
C 2.14598 0.66342 -0.59753
H -2.22259 0.68148 1.53071
C 0.61509 -2.45523 0.71622
C -0.97665 0.93845 -0.14630
O -0.09129 1.75366 0.66734
C -2.40795 0.92538 0.51334
H 4.07838 0.31287 -0.60911
H 1.49334 2.75084 1.01988
C -2.61553 -1.16560 -0.77540
H 3.56727 1.74334 -1.35112
N 3.38244 0.89709 -0.83270
N 1.95056 -0.54992 0.05972
N 0.70731 -1.07232 0.20043
N -1.32554 -1.37900 -0.57077
H 1.00358 2.94008 -0.79382
H -2.98250 1.81560 0.46448
C 0.95863 2.41628 0.24590
H -3.20294 -1.96668 -1.27055
H -4.39300 -0.10688 0.03027
H 1.48279 -2.40656 1.36391
C -3.25755 -0.10056 -0.14494
C -0.48080 -0.51969 -0.16930
```

Output
2S+1 = 1
HOMO (spin up / spin down) = -0.6081 / -0.6277 Ha
gap between HOMO and LUMO (spin up / spin down) = 6.05 / 7.47 eV
charge = +2

***

Which structure is most stable? entry w, by 0.0577 hartree over the runner-up.